# 1
Entry from the Open Molecules 2025 dataset: one molecule with the formula C3H5N3O (the ωB97M-V functional and the def2-TZVPD basis).

The value obtained for the HOMO energy is -10.1 eV. As for the electronic energy: -356.8164 hartree. The calculation puts the LUMO energy at 0.81 eV. As for the energy above the lowest of the compared OMol25 structures with the same formula, charge and spin: 25.7 kcal/mol. As for the gap between HOMO and LUMO: 10.9 eV.

```
! wB97M-V def2-TZVPD RIJCOSX def2/J DEFGRID3
* xyz 0 1
O -2.2529 1.0427 -0.0780
C -1.6884 -0.2383 0.0693
C -0.1872 -0.1898 0.0862
N 0.6137 -1.0794 0.7351
C 1.8217 -0.6433 0.4480
N 1.7446 0.4455 -0.3353
N 0.4561 0.7510 -0.5780
H -1.6870 1.5310 -0.6919
H -2.0147 -0.9132 -0.7382
H -2.0474 -0.6609 1.0114
H 2.7599 -1.0650 0.7844
H 2.4816 1.0197 -0.7132
*
```

# 2
Entry from the Open Molecules 2025 dataset: C33H46Br2CoN2O2Si as an isolated structure (the ωB97M-V functional and the def2-TZVPD basis).

The value obtained for the HOMO energy (alpha / beta) is -7.7 / -8.0 eV. As for the electronic energy: -8365.3612 hartree. The calculation puts the LUMO energy (alpha / beta) at -0.33 / -0.36 eV. As for the gap between HOMO and LUMO (alpha / beta): 7.4 / 7.6 eV.

```
! wB97M-V def2-TZVPD RIJCOSX def2/J DEFGRID3
* xyz 0 2
Co -2.6674 1.3816 -0.6768
O -5.2019 -1.4985 1.0791
C -5.7161 -1.6935 -0.1607
C -7.0545 -2.0500 -0.2725
C -7.6185 -2.2493 -1.5224
C -6.8580 -2.0850 -2.6700
C -5.5197 -1.7331 -2.5530
C -4.9288 -1.5465 -1.3121
C -3.4500 -1.2382 -1.1307
O -3.2407 -0.3049 -0.1458
N -2.8537 -0.7658 -2.4055
N -1.9435 0.2514 -2.2343
C -0.9041 0.2064 -2.9762
C 0.1668 1.1879 -3.0817
Br -0.2552 3.0154 -2.8747
C 1.4191 0.8666 -3.4210
C 1.9580 -0.4941 -3.5926
C 1.6086 -1.5555 -2.7566
C 2.1694 -2.8110 -2.9418
C 3.0852 -3.0235 -3.9604
C 3.4529 -1.9696 -4.7880
C 2.9019 -0.7147 -4.5986
H -4.3608 -1.0025 0.9467
H -7.6385 -2.1557 0.6322
H -8.6630 -2.5239 -1.5994
H -7.3009 -2.2243 -3.6471
H -4.9241 -1.5879 -3.4454
H -2.9332 -2.1777 -0.8593
H -2.4606 -1.5261 -2.9536
H -0.7564 -0.6734 -3.6042
H 2.1147 1.6789 -3.5982
H 0.9366 -1.3831 -1.9259
H 1.9005 -3.6201 -2.2747
H 3.5236 -4.0026 -4.1016
H 4.1763 -2.1263 -5.5773
H 3.1973 0.1095 -5.2370
C -2.6537 2.6192 1.0578
C -2.1652 3.3963 -0.0050
C -3.1788 3.4629 -1.0054
C -4.3155 2.7678 -0.5486
C -3.9710 2.2072 0.7103
H -2.0990 2.3559 1.9435
H -1.1900 3.8503 -0.0768
H -3.0809 3.9661 -1.9540
H -5.2381 2.6246 -1.0856
H -4.5930 1.5408 1.2863
C 0.9531 2.6454 2.9639
C 1.2177 1.1679 3.2915
C -0.1319 0.5770 3.7328
C 2.1861 1.1009 4.4838
Si 1.9411 0.2650 1.7607
Br 0.1738 0.0492 0.3538
C 3.2197 1.3080 0.7714
C 4.3028 1.8756 1.7034
C 3.9079 0.4555 -0.3050
C 2.5607 2.4787 0.0229
C 2.5202 -1.5311 2.1098
C 3.9236 -1.5356 2.7385
C 1.5622 -2.2399 3.0784
C 2.5510 -2.3882 0.8333
H 0.4507 3.1103 3.8183
H 0.3004 2.7578 2.0951
H 1.8686 3.2072 2.7821
H -0.5037 1.1633 4.5796
H -0.0650 -0.4579 4.0585
H -0.8768 0.6269 2.9382
H 1.7794 1.6954 5.3081
H 3.1741 1.4999 4.2495
H 2.3123 0.0825 4.8526
H 4.8133 1.1003 2.2774
H 3.9002 2.6055 2.4059
H 5.0596 2.3889 1.1012
H 4.5320 -0.3339 0.1122
H 4.5604 1.1043 -0.8992
H 3.1859 0.0024 -0.9872
H 2.0502 3.1824 0.6762
H 1.8408 2.1279 -0.7169
H 3.3425 3.0323 -0.5086
H 3.9758 -0.9388 3.6509
H 4.6868 -1.1688 2.0523
H 4.1927 -2.5630 3.0045
H 1.5776 -1.8038 4.0766
H 1.8737 -3.2848 3.1768
H 0.5339 -2.2347 2.7120
H 3.2106 -1.9992 0.0606
H 1.5537 -2.4937 0.4040
H 2.9063 -3.3897 1.0988
*
```